Density functional theory data (the ωB97M-V functional and the def2-TZVPD basis) for a structure of composition C41H34ClN2O2PTa.

Geometry (Å):
Ta1 -0.253 0.305 0.470
Cl1 0.357 2.897 -1.784
P1 2.754 0.190 -0.647
O1 -0.561 -0.023 -1.393
O2 0.444 -1.471 0.878
N1 -0.794 -0.026 2.640
N2 -2.411 -0.270 0.660
C1 6.292 -1.779 -1.380
C2 5.838 -1.967 0.969
C3 1.317 2.299 2.451
C4 -2.074 2.541 -0.681
C5 3.840 1.907 1.366
C6 1.162 -2.014 1.869
C7 2.814 -3.575 2.614
C8 5.137 -1.025 -1.545
C9 3.686 2.729 2.466
C10 2.053 -3.044 1.591
C11 -1.363 2.315 0.618
C12 -4.120 2.638 -1.996
C13 -3.161 -0.615 -0.326
C14 -2.008 2.990 -3.075
C15 -1.526 -0.464 -2.211
C16 2.709 0.754 -3.331
C17 3.856 3.270 -3.163
C18 3.668 2.519 -2.010
C19 2.912 1.497 -4.484
C20 -3.791 -1.196 -2.607
C21 -0.132 -0.725 3.490
C22 -2.127 0.427 3.015
C23 -3.077 -0.158 1.971
C24 2.685 -3.116 3.928
C25 2.416 2.928 3.006
C26 4.322 -0.738 -0.454
C27 2.725 1.280 0.804
C28 0.995 -1.566 3.185
C29 4.683 -1.219 0.805
C30 -3.528 -1.327 -3.953
C31 -1.378 2.819 -1.857
C32 -1.262 -0.584 -3.568
C33 6.645 -2.252 -0.126
C34 3.092 1.254 -2.086
C35 3.482 2.760 -4.398
C36 1.441 1.446 1.344
C37 -2.797 -0.769 -1.716
C38 -2.252 -1.016 -4.428
C39 -3.465 2.468 -0.785
C40 -3.391 2.893 -3.148
C41 1.760 -2.137 4.211
H1 4.883 -0.650 -2.528
H2 -3.967 0.469 1.887
H3 -4.045 2.300 0.118
H4 -5.200 2.582 -2.038
H5 -0.593 3.077 0.750
H6 -4.300 -1.659 -4.632
H7 3.633 3.348 -5.294
H8 6.920 -1.989 -2.236
H9 2.289 3.578 3.863
H10 2.154 -3.386 0.570
H11 -1.418 3.199 -3.958
H12 -0.508 -0.770 4.514
H13 -2.084 2.458 1.419
H14 -2.158 1.511 3.026
H15 7.549 -2.833 0.001
H16 4.069 -0.992 1.668
H17 4.824 1.738 0.943
H18 -3.393 -1.155 2.283
H19 2.619 1.097 -5.446
H20 6.115 -2.321 1.954
H21 -4.777 -1.422 -2.219
H22 3.526 -4.358 2.388
H23 -4.212 -0.816 -0.107
H24 4.296 4.256 -3.095
H25 -2.035 -1.108 -5.484
H26 3.286 -3.545 4.717
H27 3.954 2.931 -1.051
H28 2.244 -0.225 -3.389
H29 1.608 -1.799 5.230
H30 -0.274 -0.320 -3.923
H31 0.342 2.482 2.892
H32 4.546 3.219 2.903
H33 -2.404 0.061 4.004
H34 -3.891 3.030 -4.097

The net charge is +1. The HOMO energy comes out at -0.3866 Eh. The calculation puts the total energy at -73504.32006 eV. The value obtained for the strongest force on any atom is 0.553 eV Å⁻¹. The calculation puts the HOMO-LUMO gap at 7.09 eV. As for the energy above the lowest of the compared OMol25 structures with the same formula, charge and spin: 0.00 kcal per mole.